No. 1
{"formula": "C4H8O3", "method": "wB97M-V/def2-TZVPD", "symbols": ["C", "C", "O", "C", "O", "C", "O", "H", "H", "H", "H", "H", "H", "H", "H"], "coordinates": [[-1.556956, 1.061733, -0.790451], [-0.382282, 0.565000, 0.036823], [-0.740525, 0.677566, 1.394389], [-0.026479, -0.887346, -0.335641], [1.385076, -1.107553, -0.546877], [2.173611, -0.932380, 0.504349], [1.823958, -0.575484, 1.605611], [-2.416698, 0.391875, -0.680036], [-1.284383, 1.113090, -1.849994], [-1.853633, 2.057967, -0.452996], [0.498019, 1.189696, -0.188142], [0.019781, 0.348989, 1.900183], [-0.472159, -1.187940, -1.285646], [-0.380469, -1.554675, 0.457079], [3.213134, -1.160531, 0.231354]], "forces_ev_per_a": [[-0.040, 0.022, -0.019], [0.004, -0.034, -0.368], [0.185, -0.019, 0.175], [-0.206, -0.016, -0.003], [0.113, 0.015, 0.103], [-0.011, 0.097, 0.345], [0.102, -0.174, -0.467], [0.102, 0.081, 0.007], [-0.053, -0.016, 0.151], [0.045, -0.131, -0.044], [-0.108, -0.078, 0.050], [-0.138, 0.057, -0.011], [0.052, 0.088, 0.123], [0.050, 0.077, -0.104], [-0.095, 0.031, 0.061]], "e_above_lowest_kcal_mol": 20.8, "homo_lumo_gap_ev": 11.163, "multiplicity": 1, "smiles": "C[C@@H](O)COC=O", "homo_ev": -10.3}



No. 2
{"formula": "C50H40Br2IN3O2Zn", "method": "wB97M-V/def2-TZVPD", "symbols": ["Zn", "C", "C", "C", "C", "C", "C", "C", "N", "C", "N", "C", "C", "C", "C", "C", "C", "C", "N", "C", "C", "C", "C", "C", "C", "C", "H", "H", "H", "H", "H", "H", "H", "H", "H", "H", "H", "H", "H", "H", "H", "H", "H", "H", "H", "H", "H", "H", "Br", "C", "C", "C", "C", "C", "C", "C", "O", "O", "H", "H", "H", "H", "C", "C", "C", "C", "C", "C", "C", "C", "C", "C", "C", "C", "C", "C", "C", "H", "H", "H", "H", "H", "H", "H", "H", "H", "H", "Br", "C", "C", "C", "C", "C", "C", "I", "H", "H", "H", "H"], "coordinates": [[0.279570, 1.652337, 1.228756], [1.976778, 2.087656, -5.655108], [2.546525, 0.873228, -4.976934], [3.347990, -0.030749, -5.663013], [3.877143, -1.147372, -5.032136], [3.585148, -1.385080, -3.697049], [2.772573, -0.507614, -2.996315], [2.270102, 0.627318, -3.627547], [1.449918, 1.562549, -2.943342], [1.414806, 1.643147, -1.545523], [2.646524, 1.801178, -1.008059], [3.132526, 1.723220, 0.329288], [2.276913, 1.706353, 1.429333], [2.906441, 1.642735, 2.677907], [4.284012, 1.609828, 2.829573], [5.093043, 1.620590, 1.701692], [4.534003, 1.669649, 0.434681], [5.422798, 1.607238, -0.781030], [0.302213, 1.658507, -0.893227], [-0.884329, 1.389827, -1.628416], [-1.187975, 0.084071, -2.003843], [-2.337889, -0.179173, -2.732023], [-3.187037, 0.861169, -3.080073], [-2.886468, 2.157316, -2.686182], [-1.739110, 2.448489, -1.955085], [-1.406880, 3.852547, -1.533545], [2.384101, 2.193757, -6.660792], [2.198713, 2.992915, -5.086263], [0.887754, 2.029506, -5.742406], [3.564435, 0.154603, -6.710070], [4.505601, -1.835451, -5.584138], [3.965151, -2.259886, -3.186857], [2.524747, -0.726351, -1.962127], [0.533748, 1.681977, -3.353572], [3.362861, 1.842999, -1.711785], [2.289940, 1.618194, 3.571332], [4.729001, 1.561651, 3.817487], [6.173027, 1.568692, 1.798543], [6.468666, 1.550368, -0.478916], [5.318376, 2.489605, -1.423455], [5.209065, 0.720746, -1.387356], [-0.518496, -0.712999, -1.701521], [-2.570521, -1.198453, -3.015809], [-4.095021, 0.662080, -3.637244], [-3.566100, 2.967091, -2.928323], [-2.282196, 4.496378, -1.626673], [-0.604921, 4.270503, -2.151131], [-1.064585, 3.879996, -0.497175], [-4.030594, 5.184422, 1.140670], [-3.789367, 3.288420, 0.996719], [-4.731623, 2.596374, 0.247718], [-4.544744, 1.234364, 0.083814], [-3.460345, 0.593687, 0.659279], [-2.521965, 1.286569, 1.431841], [-2.698989, 2.683652, 1.588742], [-1.641758, 3.479873, 2.351608], [-1.952107, 3.991903, 3.423953], [-0.500337, 3.531938, 1.772511], [-5.567859, 3.116593, -0.198860], [-5.250229, 0.663843, -0.510111], [-3.331888, -0.471470, 0.512579], [-1.181704, 1.045179, 3.043724], [-1.333738, 0.640886, 2.037310], [-1.323388, -0.863253, 2.087011], [-2.263171, -1.622080, 2.675892], [-2.270167, -3.113801, 2.634385], [-2.321768, -3.843442, 3.822022], [-2.348849, -5.229553, 3.809385], [-2.339113, -5.915374, 2.601642], [-2.305063, -5.201193, 1.412541], [-2.274804, -3.814200, 1.430668], [-3.446950, -1.040315, 3.381695], [-4.725355, -1.516572, 3.081539], [-5.852543, -0.970881, 3.673915], [-5.725626, 0.063002, 4.592303], [-4.460688, 0.527655, 4.921355], [-3.334355, -0.026095, 4.330083], [-2.336614, -3.307787, 4.764387], [-2.372464, -5.776506, 4.744933], [-2.351886, -6.998787, 2.587589], [-2.286674, -5.723148, 0.463553], [-2.231227, -3.260160, 0.501520], [-4.829414, -2.316675, 2.357280], [-6.834785, -1.343751, 3.406756], [-6.605522, 0.506606, 5.042842], [-4.343474, 1.338878, 5.629103], [-2.356263, 0.349359, 4.594651], [1.749537, -4.647417, -1.746193], [3.168835, -3.581213, -0.863301], [4.459897, -3.979971, -1.193006], [5.510930, -3.248176, -0.657354], [5.228375, -2.177001, 0.187072], [3.908741, -1.860782, 0.492235], [2.801147, -2.552816, -0.036425], [0.403666, -1.733959, 1.107927], [4.640596, -4.821353, -1.851718], [6.534947, -3.515373, -0.895680], [6.037939, -1.592938, 0.616287], [3.730111, -1.034044, 1.177081]], "forces_ev_per_a": [[0.054, 0.234, 0.056], [0.003, 0.007, -0.014], [0.019, 0.015, 0.001], [-0.015, 0.017, 0.000], [0.006, -0.019, 0.013], [-0.001, -0.010, -0.015], [-0.032, 0.027, -0.003], [0.022, -0.004, 0.005], [0.001, -0.017, 0.023], [-0.005, 0.043, 0.013], [0.007, -0.057, -0.037], [0.014, -0.007, 0.031], [-0.009, -0.035, -0.003], [-0.013, -0.001, 0.007], [0.002, -0.003, 0.000], [-0.004, -0.011, 0.010], [0.001, -0.021, -0.007], [-0.001, 0.005, -0.009], [0.005, -0.017, -0.104], [-0.013, 0.016, 0.045], [-0.002, 0.013, -0.015], [0.004, -0.016, -0.004], [0.001, 0.012, -0.010], [-0.006, -0.009, 0.006], [0.013, -0.004, -0.002], [-0.022, -0.005, 0.012], [0.003, -0.002, 0.000], [-0.004, -0.004, 0.002], [0.001, -0.001, 0.000], [0.002, -0.001, 0.000], [-0.001, -0.002, 0.003], [0.005, -0.025, 0.014], [0.005, 0.003, 0.008], [-0.010, -0.021, 0.014], [0.005, -0.006, 0.005], [0.002, 0.001, 0.000], [0.002, 0.003, -0.001], [0.000, 0.000, 0.001], [0.000, 0.000, 0.000], [0.006, -0.001, 0.001], [-0.004, 0.002, 0.001], [-0.006, -0.005, -0.008], [0.003, -0.001, 0.000], [-0.001, 0.001, 0.000], [0.001, 0.000, 0.000], [0.002, 0.000, -0.009], [0.011, -0.016, 0.003], [-0.003, 0.006, 0.001], [-0.007, -0.007, -0.007], [0.007, 0.013, 0.026], [-0.002, -0.003, -0.003], [-0.008, 0.007, 0.008], [-0.002, 0.001, 0.007], [-0.034, 0.009, 0.006], [0.031, 0.000, -0.016], [-0.037, 0.055, -0.003], [0.018, -0.005, -0.007], [-0.060, -0.145, 0.020], [-0.002, -0.003, -0.001], [-0.001, 0.002, 0.000], [0.000, 0.006, -0.003], [-0.027, 0.009, 0.000], [-0.004, 0.023, 0.035], [0.047, 0.064, -0.091], [0.001, -0.001, 0.008], [0.001, -0.025, 0.045], [-0.010, 0.016, -0.018], [0.002, -0.009, -0.001], [0.003, -0.002, 0.007], [-0.007, 0.012, -0.009], [-0.002, -0.014, -0.020], [0.000, -0.023, -0.001], [0.009, 0.006, -0.001], [-0.003, 0.002, 0.001], [-0.004, -0.001, -0.003], [0.004, 0.000, 0.005], [0.002, 0.008, 0.000], [0.002, 0.000, 0.001], [0.000, -0.001, -0.001], [-0.001, 0.001, 0.003], [0.000, -0.003, 0.002], [-0.005, 0.000, 0.009], [-0.004, 0.001, 0.001], [0.001, 0.000, 0.000], [0.000, -0.001, 0.001], [-0.002, 0.001, 0.000], [0.007, -0.003, -0.003], [0.029, 0.021, 0.011], [-0.055, -0.023, -0.034], [-0.001, 0.017, -0.008], [0.015, -0.003, -0.002], [-0.002, 0.010, 0.020], [-0.007, -0.012, -0.006], [0.028, -0.017, -0.045], [0.034, -0.113, 0.027], [0.002, -0.002, 0.004], [-0.001, 0.002, 0.001], [0.008, -0.004, -0.008], [-0.009, 0.051, 0.007]], "homo_lumo_gap_ev": 5.751, "multiplicity": 1, "total_charge": -2, "homo_ev": -1.8}



No. 3
{"formula": "C5H10O", "method": "wB97M-V/def2-TZVPD", "symbols": ["C", "C", "C", "C", "O", "C", "H", "H", "H", "H", "H", "H", "H", "H", "H", "H"], "coordinates": [[2.014199, 0.293219, -0.002997], [0.587335, -0.125282, 0.205290], [-0.333793, -0.182284, -0.992481], [-1.790279, 0.048932, -0.555134], [-1.877191, 0.939622, 0.498410], [0.135124, -0.598794, 1.379812], [2.120199, 1.235435, -0.539946], [2.550141, 0.386033, 0.938331], [2.544279, -0.455491, -0.597135], [-0.910265, 1.079937, 0.750476], [-0.047718, 0.582773, -1.721796], [-0.234961, -1.145444, -1.496968], [-2.301676, -0.874637, -0.276295], [-2.344350, 0.479943, -1.379485], [0.678280, -0.512721, 2.307879], [-0.789324, -1.151244, 1.482033]], "forces_ev_per_a": [[0.025, 0.308, 0.090], [0.111, -1.105, 0.457], [-0.049, -0.003, 0.000], [-0.201, -0.472, -0.831], [1.601, 1.408, 0.991], [0.672, -0.127, -0.215], [-0.147, 0.095, -0.060], [-0.022, -0.021, 0.128], [-0.117, -0.069, -0.034], [-2.091, 0.069, 0.155], [0.046, -0.010, 0.108], [-0.013, -0.023, -0.065], [0.133, -0.294, -0.050], [-0.175, -0.102, -0.475], [0.493, -0.081, -0.038], [-0.265, 0.427, -0.161]], "e_above_lowest_kcal_mol": 31.6, "homo_lumo_gap_ev": 10.315, "multiplicity": 1, "smiles": "C=C(C)CCO", "homo_ev": -9.4}